Entry 1:
A molecular structure, C26H32N8OSW, computed with wB97M-V/def2-TZVPD.

Structure (XYZ):
```
69
Properties=species:S:1:pos:R:3:mulliken_charge:R:1
W -0.1268 0.6014 0.5345 -0.70
C 0.5068 1.7400 2.7448 -0.66
C -0.7148 2.1300 3.3288 -0.45
C -1.2317 3.3918 3.0754 -0.77
C -0.5610 4.2635 2.2181 -0.59
C 0.6212 3.8720 1.5950 -0.74
C 1.1690 2.6172 1.8658 -0.37
H 1.0433 0.9031 3.1708 1.12
H -1.2042 1.4737 4.0384 0.59
H -2.1327 3.7224 3.5774 0.51
H -0.9484 5.2630 2.0627 0.48
H 1.1544 4.5834 0.9759 0.71
H 2.1870 2.3880 1.5634 0.70
C 1.3197 2.7305 -1.3673 -0.87
N 2.0115 2.8023 -2.5245 0.41
C 1.3305 2.4637 -3.7750 -0.85
N 1.0931 0.9909 -3.7314 0.40
C 0.1344 0.5599 -2.9872 -0.34
N 0.9484 0.9551 -0.9328 1.21
C 2.4005 0.2812 -1.2129 -0.69
N 3.0336 0.6843 -2.4091 0.33
C 3.3186 2.1103 -2.4572 -0.82
C 2.4018 0.2464 -3.6376 -0.84
H 0.3315 3.1773 -1.3867 0.46
H 1.9145 2.9897 -0.5041 0.48
H 1.9850 2.6985 -4.6102 0.31
H 0.3873 2.9951 -3.8908 0.39
H 0.0481 -0.5124 -2.8550 0.44
H -0.7674 1.1574 -2.9029 0.37
H 2.2237 -0.7897 -1.2384 0.30
H 2.9801 0.5990 -0.3507 0.48
H 3.9116 2.3454 -3.3382 0.33
H 3.8633 2.4316 -1.5710 0.35
H 2.2098 -0.8268 -3.6402 0.38
H 3.0291 0.5125 -4.4848 0.32
N 1.7616 -1.0591 1.5301 -0.36
C 0.6490 -1.5405 2.2770 -0.19
N -0.4684 -0.8878 2.0618 1.01
C -1.5190 -1.3650 2.8536 -0.72
C -2.8394 -0.9190 2.8877 -0.13
C -3.7069 -1.5327 3.7666 -0.94
C -3.2815 -2.5795 4.6017 -0.69
C -1.9792 -3.0341 4.5716 -0.58
C -1.1030 -2.4107 3.6858 0.96
S 0.5878 -2.7575 3.4397 -0.13
H 2.4880 -0.6766 2.1378 0.34
H 2.2280 -1.8030 1.0101 0.39
H -3.1830 -0.1161 2.2465 0.29
H -4.7364 -1.2039 3.8178 0.49
H -3.9870 -3.0367 5.2825 0.47
H -1.6525 -3.8392 5.2169 0.48
N 0.5277 -5.0367 -2.7549 -0.35
C 0.6723 -3.8029 -2.2896 0.40
O 1.7200 -3.1614 -2.2832 -0.61
C -0.5460 -3.0702 -1.7491 0.12
C -1.8829 -3.2175 -2.1019 -0.27
C -2.7941 -2.2630 -1.6543 -1.13
C -2.3568 -1.1889 -0.9066 -0.35
N -1.0611 -1.0600 -0.5402 0.75
C -0.2101 -2.0178 -0.9258 0.48
H 1.3337 -5.5102 -3.1425 0.30
H -0.3281 -5.5633 -2.6876 0.19
H -2.2196 -4.0226 -2.7450 0.49
H -3.8415 -2.3282 -1.9182 0.51
H -3.0402 -0.4107 -0.5970 0.54
H 0.8268 -1.9210 -0.6521 -0.39
C -1.6373 1.6947 0.2507 -0.62
H -1.8044 2.3936 -0.5732 0.31
H -2.4872 1.6957 0.9402 0.55
```

E_HOMO in eV: -19.670
Charge: +4
Energy relative to the best compared isomer or geometry (same formula, charge and spin) in kcal per mole: 15.3
Lowest unoccupied orbital energy in Eh: -0.4953
E in eV: -54068.4908

Entry 2:
A single C19H27FIN5O3 molecule, computed with wB97M-V/def2-TZVPD.

Structure (XYZ):
```
56
Properties=species:S:1:pos:R:3:mulliken_charge:R:1
H -7.1764 -0.4562 0.5000 0.23
N -6.4128 0.1163 0.8528 -0.66
C -5.4738 0.1651 0.0101 0.59
N -5.4471 -0.4843 -1.2750 -0.58
N -4.2964 0.8958 0.3081 -0.35
C -3.3176 0.0326 1.0207 -1.10
C -2.1946 0.8785 1.5880 -0.15
C -1.0560 0.0492 2.1874 -1.21
C -0.3163 -0.7637 1.1064 -1.04
C 1.0379 -1.3175 1.5631 0.38
C 2.0433 -0.3040 2.1191 -0.87
O 1.9246 0.4045 3.0825 -0.60
N 3.1872 -0.3267 1.3030 -0.11
C 2.8261 -0.8583 0.0265 1.53
C 4.0187 -1.2744 -0.8512 -1.67
N 3.7017 -1.2587 -2.2679 -0.44
O 1.9755 0.0310 -0.7288 -0.17
C 2.3940 1.3288 -0.7842 0.45
O 3.5579 1.6217 -0.8922 -0.52
C 1.3269 2.3657 -0.7509 0.06
C 0.5300 2.5769 0.3671 -0.06
C -0.3949 3.6080 0.3511 -0.59
C -0.5341 4.4127 -0.7673 -0.57
C 0.2590 4.1953 -1.8886 -0.59
C 1.1931 3.1735 -1.8740 -0.63
C 1.9302 -2.0544 0.4982 -1.36
I 3.1119 -3.4353 1.7129 0.30
C 1.1636 -2.8129 -0.5713 0.50
C 1.9105 -3.8979 -1.3414 -1.64
F 0.0479 -3.4123 0.0278 -0.43
H -5.8611 0.1221 -1.9760 0.24
H -6.0195 -1.3197 -1.2468 0.26
H -3.8666 1.0786 -0.5946 0.32
H -3.8360 -0.4941 1.8228 0.42
H -2.9397 -0.7297 0.3304 0.51
H -2.6067 1.5503 2.3426 0.43
H -1.7877 1.4999 0.7864 -0.27
H -1.5171 -0.6716 2.8718 0.55
H -0.3724 0.6692 2.7604 0.65
H -0.9590 -1.6011 0.8535 0.75
H -0.2378 -0.1551 0.2034 0.48
H 0.8125 -2.0579 2.3295 1.23
H 3.7655 0.5040 1.3217 0.49
H 4.4375 -2.2122 -0.4780 0.35
H 4.7883 -0.5149 -0.6995 0.45
H 2.8980 -1.8193 -2.5074 0.17
H 4.4949 -1.5424 -2.8220 0.26
H 0.6486 1.9681 1.2536 0.77
H -1.0136 3.8133 1.2144 0.45
H -1.2497 5.2242 -0.7731 0.40
H 0.1801 4.8223 -2.7659 0.41
H 1.8281 3.0120 -2.7346 0.48
H 0.7803 -2.0780 -1.2864 0.31
H 1.8069 -3.7735 -2.4191 0.35
H 1.4750 -4.8642 -1.0910 0.48
H 2.9696 -3.9489 -1.1026 0.35
```

E_HOMO in eV: -9.333
SMILES: [H]/N=C(\N)NCCCC[C@@H]1C(=O)N[C@](CN)(OC(=O)c2ccccc2)[C@]1(I)[C@@H](C)F
Charge: 0
Lowest unoccupied orbital energy in Eh: 0.0069
E in eV: -44552.5485

Entry 3:
A single C19H19NO2S molecule, computed with wB97M-V/def2-TZVPD.

Structure (XYZ):
```
42
Properties=species:S:1:pos:R:3:mulliken_charge:R:1
O 2.2076 -0.1511 1.8967 -0.67
C 0.9490 0.4249 1.8318 0.20
C 0.1897 0.3988 0.6404 -0.34
C 0.6752 -0.3480 -0.6012 -0.55
C 1.1501 0.6180 -1.6871 -0.25
C 0.4778 1.6408 -2.3188 0.01
C 1.3424 2.3817 -3.2514 -0.56
C 2.6326 1.9379 -3.1922 -0.48
S 2.8645 0.5828 -2.1238 -0.13
C -0.2965 -1.4690 -1.1143 0.27
C -1.2965 -1.0696 -2.1904 -0.40
C -2.2028 -2.2815 -2.5732 -0.80
O -1.3554 -3.3541 -3.0323 -0.43
C -0.4662 -3.8325 -2.0250 -0.66
C 0.4718 -2.7159 -1.5735 -0.68
C -1.0407 1.0655 0.6283 0.00
C -1.4627 1.6834 1.8150 -1.40
C -0.7087 1.6712 2.9995 1.33
C -1.1671 2.2558 4.1961 -0.68
C -0.3540 2.1714 5.3300 -0.45
C 0.8842 1.5178 5.2684 -0.40
N 1.3343 0.9999 4.1239 -0.65
C 0.5234 1.0214 3.0179 0.74
H 2.5432 0.0116 2.8336 0.46
H 1.5722 -0.8670 -0.3017 0.88
H -0.5416 1.9190 -2.0558 0.28
H 0.9947 3.2085 -3.9164 0.33
H 3.4682 2.3618 -3.7755 0.40
H -0.9216 -1.7796 -0.2675 0.31
H -0.7169 -0.7686 -3.0829 0.31
H -1.9040 -0.1982 -1.9515 0.20
H -2.9222 -2.0111 -3.3490 0.39
H -2.7795 -2.5689 -1.6900 0.39
H -1.0624 -4.2011 -1.1730 0.36
H 0.0536 -4.6992 -2.4408 0.36
H 1.0656 -3.1030 -0.7281 0.38
H 1.2122 -2.5248 -2.4067 0.28
H -1.6695 1.1684 -0.2460 0.20
H -2.4485 2.1754 1.8163 0.29
H -2.0979 2.8176 4.1848 0.39
H -0.6720 2.5478 6.3011 0.36
H 1.4742 1.3620 6.1842 0.40
```

E_HOMO in eV: -8.112
SMILES: Oc1c([C@H](c2cccs2)C2CCOCC2)ccc2cccnc12
Charge: 0
Energy relative to the best compared isomer or geometry (same formula, charge and spin) in kcal per mole: 1.9
Lowest unoccupied orbital energy in Eh: -0.0037
E in eV: -36431.1866

Entry 4:
A single C2H6B2 molecule, computed with wB97M-V/def2-TZVPD.

Structure (XYZ):
```
10
Properties=species:S:1:pos:R:3:mulliken_charge:R:1
B -1.3772 -0.4093 -1.2239 -0.04
C -1.1144 -0.0222 0.1593 -0.46
B 0.8205 0.0724 0.5259 0.24
C 2.2405 0.2082 0.7389 -0.51
H -1.0291 0.0437 -2.2190 -0.06
H -2.2308 -1.1721 -1.4104 -0.06
H -1.2623 1.0491 0.3600 0.20
H -1.6484 -0.6245 1.0158 0.26
H 3.2160 -0.2149 0.5661 0.31
H 2.3852 1.0697 1.4873 0.14
```

E_HOMO in eV: -8.825
SMILES: BCB=C
Charge: 0
Energy relative to the best compared isomer or geometry (same formula, charge and spin) in kcal per mole: 32.4
Lowest unoccupied orbital energy in Eh: 0.0011
E in eV: -3519.5205

Entry 5:
3 unconnected molecules or ions with the total composition C3H11N4, computed with wB97M-V/def2-TZVPD.

Structure (XYZ):
```
18
Properties=species:S:1:pos:R:3:mulliken_charge:R:1
C 3.1699 0.7058 -1.7328 -1.34
C 2.4505 0.0662 -0.5428 0.17
C 1.2687 0.7719 0.0091 -0.38
N -2.6084 -0.0651 1.3260 0.20
N -1.9940 0.8572 1.2007 -0.28
N 1.0015 1.9618 -0.4150 -0.31
N -4.0943 -2.1803 1.5737 -0.58
H 3.5691 1.6853 -1.4740 0.36
H 4.0059 0.0795 -2.0361 0.34
H 2.4979 0.8046 -2.5837 0.35
H 2.1383 -0.9541 -0.7890 0.25
H 3.1379 -0.0313 0.3047 0.24
H -3.4537 -1.2681 1.4653 0.49
H 0.2231 2.4770 -0.0255 0.18
H 1.5529 2.4642 -1.1150 0.18
H -4.0843 -2.4756 2.5515 0.38
H -5.0552 -1.9657 1.2927 0.38
H -3.7259 -2.9333 0.9902 0.38
```

E_HOMO (spin up / spin down) in eV: -7.480 / -13.269
Spin multiplicity: 3
Charge: +1
Energy relative to the best compared isomer or geometry (same formula, charge and spin) in kcal per mole: 0.0
Lowest unoccupied orbital energy (spin up / spin down) in Eh: -0.1407 / -0.1411
E in eV: -9239.1469

Entry 6:
A single C8H14N2O molecule, computed with wB97M-V/def2-TZVPD.

Structure (XYZ):
```
25
Properties=species:S:1:pos:R:3:mulliken_charge:R:1
C 2.1646 1.5792 -2.0658 -1.62
C 1.3228 0.7021 -1.2736 1.01
C 1.8214 -0.5464 -0.8337 -1.01
C 0.8963 -1.1167 0.0201 0.43
O 0.8656 -2.3403 0.6407 -0.48
N -0.1630 -0.2089 0.0763 0.20
C -1.3662 -0.3308 0.8490 -0.04
C -1.1093 -0.0306 2.3924 -1.32
C -1.9676 -1.7402 0.5933 -1.51
C 0.0969 0.9230 -0.6926 0.00
N -0.7397 1.9761 -0.8481 -0.60
H 1.7518 1.7439 -3.0665 0.31
H 2.2574 2.5653 -1.7132 0.38
H 3.0828 1.0766 -2.1040 0.38
H 2.8386 -0.8383 -0.8724 0.30
H 1.6214 -2.7808 0.3839 0.33
H -2.0767 0.3203 0.4467 0.54
H -0.4611 -0.7136 2.8284 0.36
H -2.1245 -0.1841 2.9343 0.33
H -0.6356 0.9149 2.4936 0.38
H -1.4717 -2.6733 0.7351 0.31
H -2.2029 -1.6573 -0.5135 0.36
H -2.9129 -1.7620 0.9807 0.50
H -0.3983 2.7333 -1.4640 0.28
H -1.0901 2.3885 0.0728 0.21
```

E_HOMO in eV: -6.600
SMILES: Cc1cc(O)n(C(C)C)c1N
Charge: 0
Energy relative to the best compared isomer or geometry (same formula, charge and spin) in kcal per mole: 32.1
Lowest unoccupied orbital energy in Eh: 0.0295
E in eV: -13549.2704